Computed, not measured: a structure of composition C9H16ClCuFNO4P, with wB97M-V/def2-TZVPD.

Multiplicity: 2
Net charge: +2
Frontier orbital gap (alpha / beta): 8.44 / 7.41 eV
E_HOMO (alpha / beta): -15.976 / -16.311 eV
Total energy: -88421.566 eV

Last column: Löwdin spin population.
Cartesian coordinates (Å):
C 2.61107 -1.21361 3.87480  0.000
C 1.66141 -1.30292 3.10922  0.000
C 0.55435 -1.35565 2.13027  0.000
O 0.89103 -0.47281 1.08151  0.000
C 0.88867 -0.97168 -0.23309  0.000
Cl 1.91762 -2.44413 -0.33681  0.000
C -0.50967 -1.38902 -0.69885  0.002
O -1.43768 -0.39879 -0.22114  0.014
C -2.42188 -0.08525 -1.14417  0.119
O -3.24516 -1.10201 -1.51154  0.047
P -3.32253 1.40134 -0.32261  0.453
N -4.94722 1.14065 -0.38780  0.228
O -2.99670 2.62012 -1.27260  0.109
C 1.44038 0.12956 -1.13004  0.000
C 2.37365 1.11902 -0.45634  0.000
C 3.32779 1.79777 -1.40350  0.000
F 1.57417 2.07735 0.15225  0.000
H 3.44447 -0.81712 4.42165  0.000
H -0.37138 -1.03462 2.61096  0.000
H 0.43469 -2.38454 1.78638  0.000
H -0.79703 -2.38363 -0.36068  0.000
H -0.50489 -1.38375 -1.79259  0.000
H -2.01030 0.35014 -2.06399  0.010
H -3.67333 -1.52911 -0.75692  0.003
H -5.32867 0.53043 0.33150  0.005
H -5.51517 1.98446 -0.44942  0.003
H -3.04971 3.50795 -0.88561  0.006
H 1.94305 -0.33883 -1.97528  0.000
H 0.59099 0.70641 -1.50548  0.000
H 2.93992 0.62105 0.33345  0.000
H 3.81972 1.04997 -2.02747  0.000
H 4.09211 2.34140 -0.85429  0.000
H 2.79248 2.48605 -2.05763  0.000
Cu 2.83378 -3.25620 4.01588  0.000